Entry from the OMol25 dataset: C24H66Cu4N6O10S as an isolated structure in a non-equilibrium geometry (ωB97M-V/def2-TZVPD).

Geometry (Å):
Cu -12.159 3.837 -15.507
Cu -14.868 7.136 -11.552
Cu -10.834 1.829 -12.388
Cu -13.475 1.235 -13.560
S -13.390 4.019 -13.002
O -12.731 3.018 -12.110
O -14.335 4.841 -12.283
O -12.276 4.837 -13.543
O -13.982 3.304 -14.134
C -19.271 6.652 -11.866
C -18.118 5.882 -11.273
C -18.397 4.399 -10.983
O -19.518 4.324 -10.137
C -20.076 3.027 -10.129
N -17.000 5.935 -12.232
H -20.222 6.419 -11.394
H -19.344 6.480 -12.942
H -19.077 7.717 -11.725
H -17.787 6.342 -10.340
H -17.499 3.967 -10.516
H -18.578 3.832 -11.907
H -20.934 3.013 -9.463
H -19.385 2.225 -9.836
H -20.343 2.749 -11.156
H -16.178 5.387 -12.005
H -17.321 5.571 -13.122
C -14.044 1.106 -17.043
C -14.139 -0.366 -16.624
C -13.439 -1.327 -17.578
O -14.249 -1.497 -18.723
C -14.424 -2.857 -19.108
N -13.528 -0.435 -15.275
H -12.988 1.413 -17.123
H -14.550 1.816 -16.385
H -14.423 1.332 -18.041
H -15.209 -0.561 -16.554
H -13.307 -2.290 -17.076
H -12.481 -0.907 -17.902
H -14.953 -2.842 -20.056
H -15.042 -3.358 -18.355
H -13.501 -3.438 -19.162
H -12.539 -0.249 -15.420
H -13.684 -1.382 -14.946
C -12.023 8.499 -15.133
C -13.368 8.578 -14.425
C -14.559 8.109 -15.248
O -14.702 8.803 -16.456
C -15.237 10.109 -16.404
N -13.262 7.836 -13.151
H -12.085 9.083 -16.054
H -11.835 7.447 -15.378
H -11.157 8.862 -14.580
H -13.622 9.575 -14.051
H -15.479 8.192 -14.653
H -14.557 7.048 -15.523
H -15.051 10.542 -17.383
H -14.773 10.702 -15.611
H -16.316 10.093 -16.220
H -12.595 8.333 -12.566
H -12.794 6.961 -13.347
C -16.332 1.421 -8.971
C -15.557 0.795 -10.139
C -16.224 0.824 -11.511
O -15.512 0.183 -12.585
C -15.349 -1.209 -12.324
N -14.187 1.329 -10.049
H -16.190 2.498 -9.089
H -15.957 1.019 -8.039
H -17.404 1.265 -9.110
H -15.494 -0.275 -9.911
H -16.215 1.867 -11.857
H -17.273 0.530 -11.433
H -16.296 -1.751 -12.263
H -14.770 -1.477 -11.440
H -14.852 -1.525 -13.243
H -14.116 2.158 -10.629
H -13.564 0.713 -10.578
C -7.975 5.776 -12.397
C -8.869 4.665 -11.799
C -10.023 5.298 -11.009
O -9.681 6.141 -9.933
C -8.721 5.664 -9.029
N -9.523 3.839 -12.829
H -8.385 6.453 -13.143
H -7.118 5.232 -12.809
H -7.498 6.365 -11.612
H -8.313 4.063 -11.083
H -10.650 4.512 -10.557
H -10.698 5.875 -11.644
H -8.755 6.287 -8.137
H -7.690 5.742 -9.392
H -8.846 4.626 -8.698
H -8.883 3.719 -13.610
H -10.275 4.454 -13.140
C -15.287 6.412 -8.450
C -13.792 6.080 -8.470
C -13.528 4.693 -7.923
O -13.864 4.763 -6.539
C -13.970 3.533 -5.830
N -13.348 6.192 -9.868
H -15.438 7.489 -8.558
H -15.741 6.107 -7.509
H -15.766 5.936 -9.313
H -13.220 6.840 -7.939
H -12.449 4.483 -7.897
H -14.022 3.862 -8.432
H -14.477 3.789 -4.901
H -12.982 3.124 -5.620
H -14.630 2.835 -6.350
H -12.340 6.118 -9.927
H -13.671 5.411 -10.432

Properties
LUMO energy = -7.5 eV
Total charge = +2
Max |F| = 0.0463 hartree/bohr
Orbital gap = 5.9 eV